[1]
Formula: C2H3NO
Source: OMol25
Level of theory: the ωB97M-V functional and the def2-TZVPD basis

LUMO level = 0.0270 Ha
gap between HOMO and LUMO = 12.19 eV
E_HOMO = -11.461 eV
energy relative to the best compared isomer or geometry (same formula, charge and spin) = 15.7 kcal/mol

```
7
Properties=species:S:1:pos:R:3:forces:R:3:mulliken_charge:R:1
N -1.296711 -1.542114 -0.790717 0.5 0.9 -0.2 -0.368
C -0.659962 -0.588182 -0.641597 -0.6 -0.8 0.0 0.236
C 0.158427 0.506996 -0.086906 -0.1 0.1 -0.2 -0.161
O 0.971992 -0.038097 0.923250 0.0 -0.1 0.3 -0.494
H 0.811914 0.984315 -0.822338 -0.2 -0.2 0.0 0.252
H -0.535247 1.271745 0.289337 0.1 -0.1 0.0 0.201
H 0.459841 -0.742841 1.342602 0.3 0.1 0.1 0.333
```
Forces are in eV/Å.

[2]
Formula: C5H5N
Source: OMol25
Level of theory: the ωB97M-V functional and the def2-TZVPD basis

LUMO level = 0.0011 Ha
gap between HOMO and LUMO = 10.52 eV
E_HOMO = -10.492 eV
energy relative to the best compared isomer or geometry (same formula, charge and spin) = 137.3 kcal/mol

```
11
Properties=species:S:1:pos:R:3:forces:R:3:mulliken_charge:R:1
C -0.819687 0.858558 2.019302 3.2 -2.1 -3.4 0.078
C -0.066643 0.359330 1.188452 -1.0 -0.2 0.5 -0.622
C 0.676494 -0.318422 0.050179 -0.3 -0.9 0.0 0.349
C 0.261613 -1.793051 -0.310881 -1.5 -2.8 1.3 -0.981
C 0.359056 0.401097 -1.171852 -9.6 9.3 -6.1 0.042
N -0.509034 1.219535 -1.800523 8.8 -8.0 5.4 -0.395
H -1.051980 1.324590 2.890047 -1.1 1.1 1.9 0.435
H 1.738648 -0.287417 0.108325 1.0 0.2 0.9 0.257
H -0.878398 -1.550697 -0.760659 3.1 -1.8 1.1 0.283
H 0.276322 -2.581566 0.692344 -0.6 2.7 -2.6 0.265
H 1.013639 -2.486723 -0.977595 -2.0 2.6 1.0 0.289
```
Forces are in eV/Å.

[3]
Formula: C42H85NO11
Source: OMol25
Level of theory: the ωB97M-V functional and the def2-TZVPD basis

LUMO level = 0.0181 Ha
gap between HOMO and LUMO = 9.78 eV
E_HOMO = -9.283 eV
energy relative to the best compared isomer or geometry (same formula, charge and spin) = 0.0 kcal/mol

```
139
Properties=species:S:1:pos:R:3:forces:R:3:mulliken_charge:R:1
C 0.198945 -0.507758 2.549749 0.0 0.2 0.1 -0.890
O -0.415218 0.627882 1.987658 -0.2 0.0 0.1 -0.116
C 0.308298 1.812924 2.258925 0.0 -0.1 0.0 -0.567
C -0.424851 3.013860 1.672247 0.0 -0.1 0.0 -1.086
C -1.115280 2.708790 0.331677 0.0 0.3 -0.1 0.115
C -2.651247 2.590418 0.393579 0.1 -0.4 0.3 -0.985
C -3.216156 1.347019 -0.325018 -0.1 0.0 0.0 -0.462
C -4.276264 1.662252 -1.391975 0.2 0.0 0.3 -1.054
C -5.694424 1.638661 -0.815584 0.1 -0.1 0.3 -1.241
C -6.317000 0.232912 -0.867357 0.1 0.5 0.1 0.154
C -7.256847 -0.022666 0.303983 -0.4 0.2 0.0 0.141
C -8.230985 -1.150958 0.009209 0.4 -0.2 -0.2 -0.596
O -8.739999 -1.847294 1.161391 -0.1 -0.1 0.0 -0.333
C -9.772019 -1.338395 1.841496 0.1 -0.2 0.2 0.545
O -10.536149 -2.020722 2.467725 0.1 0.1 -0.1 -0.594
O -9.815810 -0.005272 1.764916 -0.3 0.2 -0.5 -0.083
C -11.084016 0.567634 2.128183 0.2 0.3 0.1 -0.518
C -11.059003 2.079024 1.853819 0.4 -0.1 0.0 -0.474
N -9.701364 2.638256 1.902117 -0.3 0.2 -0.1 -0.531
H 1.174876 -0.682669 2.079586 0.0 -0.1 0.0 0.250
H -0.460672 -1.359062 2.396031 0.1 0.0 -0.1 0.276
H 0.357815 -0.384044 3.627254 0.0 0.0 0.0 0.397
H 1.320304 1.723961 1.836402 0.0 0.0 -0.1 0.329
H 0.418507 1.924737 3.344552 0.1 0.0 0.0 0.425
H 0.308253 3.811620 1.536563 0.0 0.0 0.1 0.273
H -1.149049 3.385005 2.400587 -0.1 0.0 0.0 0.380
H -0.710951 1.782515 -0.070307 0.1 0.0 0.0 -0.357
H -0.857043 3.499043 -0.375189 0.0 -0.1 -0.1 0.698
H -3.105372 3.494192 -0.016753 0.0 0.0 0.0 0.459
H -2.950804 2.544006 1.442939 0.0 0.1 0.0 0.414
H -3.657595 0.681092 0.423756 0.0 -0.1 0.0 0.433
H -2.395477 0.784810 -0.772683 0.0 0.1 -0.1 0.194
H -4.042322 2.646476 -1.799984 0.0 -0.1 -0.3 0.507
H -4.184255 0.910456 -2.178575 -0.1 0.2 -0.3 0.354
H -6.352424 2.364820 -1.298390 0.0 -0.1 -0.1 0.497
H -5.643548 1.940063 0.237333 0.0 0.1 0.0 0.451
H -6.873520 0.145225 -1.804116 0.1 -0.2 -0.1 0.461
H -5.497289 -0.488932 -0.878766 -0.2 -0.2 0.0 -0.153
H -7.819583 0.889977 0.498813 0.0 0.0 0.1 -0.322
H -6.715901 -0.242483 1.226260 0.1 -0.1 -0.1 0.183
H -7.708037 -1.928413 -0.550452 0.0 -0.1 0.1 0.354
H -9.061460 -0.819581 -0.617315 0.0 0.1 0.1 0.348
H -11.278575 0.370431 3.179415 0.0 -0.1 0.0 0.296
H -11.840808 0.088048 1.509965 -0.2 -0.1 0.2 0.372
H -11.567948 2.279822 0.906642 0.0 0.0 0.0 0.250
H -11.619740 2.564446 2.652053 -0.2 0.0 -0.1 0.361
H -9.245896 2.514985 1.006134 0.1 -0.2 0.1 0.119
H -9.778616 3.641915 2.019501 0.1 0.0 0.1 0.248
C 4.174597 -1.417311 5.527137 -0.1 0.1 0.2 -0.029
C 4.048566 -1.409668 7.050634 0.0 0.0 0.0 -0.644
C 2.682327 -0.761691 7.243280 0.0 0.0 0.0 -0.438
O 1.899735 -1.134010 6.107855 0.0 0.0 0.0 -0.397
C 2.742738 -1.713213 5.109257 0.0 -0.1 0.0 -0.133
H 4.880561 -2.146718 5.141882 0.0 0.0 0.0 0.051
H 4.478562 -0.433415 5.165844 0.0 0.0 0.0 0.154
H 4.039663 -2.432645 7.433654 0.0 0.0 0.0 0.300
H 4.845784 -0.864708 7.554577 0.0 0.0 0.0 0.351
H 2.763891 0.330591 7.275304 0.0 0.0 0.0 0.254
H 2.171750 -1.095180 8.147457 0.0 0.0 0.0 0.300
H 2.554016 -2.791999 5.071790 0.0 0.0 0.0 0.269
H 2.489499 -1.284819 4.139642 0.0 0.0 0.0 -0.048
C 0.229275 1.053496 -4.286159 -0.1 0.0 -0.1 0.003
C -0.485013 2.055849 -5.195665 0.0 0.0 0.0 -0.696
C -1.730917 2.374666 -4.376476 0.0 -0.1 0.0 -0.640
O -1.345844 2.253410 -3.006290 -0.1 0.1 0.1 -0.220
C -0.073135 1.618897 -2.908033 0.1 0.1 0.0 -0.216
H 1.297613 0.962420 -4.477045 0.0 0.0 0.0 0.469
H -0.220595 0.064156 -4.389253 0.0 0.0 0.0 -0.064
H 0.126088 2.952771 -5.322555 0.0 0.0 0.0 0.300
H -0.721879 1.661324 -6.183446 0.0 0.0 0.0 0.332
H -2.532358 1.656748 -4.583527 0.0 0.0 0.0 0.273
H -2.116433 3.380350 -4.548501 0.0 0.0 0.0 0.341
H 0.669544 2.370919 -2.612328 0.0 0.0 0.0 0.160
H -0.115188 0.852074 -2.134907 0.0 0.0 0.0 -0.017
C 4.263109 -0.903892 -2.471281 0.0 0.1 0.0 -0.835
C 3.787083 -0.727454 -1.030427 0.0 -0.1 0.0 -0.376
C 2.320857 -0.370130 -1.235221 0.0 0.0 0.0 -0.013
O 1.901552 -1.046817 -2.425611 0.1 0.0 0.1 -0.350
C 3.045239 -1.550042 -3.117730 0.0 -0.1 0.1 -0.087
H 5.162226 -1.510293 -2.568187 0.0 0.0 0.0 0.406
H 4.458147 0.071101 -2.923782 0.0 0.0 0.0 0.297
H 3.874695 -1.669712 -0.485355 0.0 0.0 0.0 0.219
H 4.331657 0.037046 -0.478258 0.0 0.0 0.0 0.260
H 2.192224 0.708057 -1.380568 0.0 0.0 0.0 0.129
H 1.685864 -0.683580 -0.405393 -0.1 0.0 0.0 0.061
H 3.069048 -2.640013 -3.007173 0.0 0.0 0.0 0.320
H 2.951846 -1.313611 -4.176894 0.0 0.0 0.0 -0.045
C -4.313303 -5.166537 -2.279219 0.0 0.0 0.0 -0.545
C -3.801482 -4.042547 -1.379741 -0.1 0.0 0.0 -0.590
C -3.838977 -2.852286 -2.329132 0.1 0.0 0.0 0.424
O -4.921487 -3.091320 -3.229684 0.0 0.0 0.0 -0.403
C -5.371673 -4.440794 -3.100574 0.0 0.0 0.1 -0.425
H -4.717121 -6.017039 -1.732380 0.0 0.0 0.0 0.356
H -3.510733 -5.525963 -2.926881 0.0 0.0 0.0 0.267
H -4.490075 -3.885205 -0.546602 0.0 0.0 0.0 0.256
H -2.808477 -4.222096 -0.971037 0.0 0.0 0.0 0.379
H -2.909820 -2.772304 -2.904267 0.0 0.0 0.0 0.193
H -4.007539 -1.905402 -1.814704 0.0 0.0 0.0 -0.403
H -6.340397 -4.445307 -2.588766 0.0 0.0 0.0 0.246
H -5.506368 -4.863959 -4.096538 0.0 0.0 0.0 0.275
C 0.654985 -2.924888 -7.306977 0.0 0.0 0.0 -0.710
C 1.385252 -1.857974 -6.493676 0.0 0.0 0.0 -0.010
C 1.305575 -0.655152 -7.424886 0.0 0.0 0.0 -0.310
O 0.083877 -0.792337 -8.150164 0.0 0.0 0.0 -0.421
C -0.451789 -2.103077 -7.957331 0.0 0.0 0.1 -0.419
H 0.268635 -3.746414 -6.705869 0.0 0.0 0.0 0.355
H 1.318752 -3.340435 -8.068105 0.0 0.0 0.0 0.294
H 0.847045 -1.655976 -5.565294 0.0 0.0 0.0 -0.140
H 2.410849 -2.123927 -6.243039 0.0 0.0 0.0 0.473
H 2.139611 -0.645836 -8.135556 0.0 0.0 0.0 0.313
H 1.296926 0.296517 -6.891902 0.0 0.0 0.0 0.100
H -1.328941 -2.035320 -7.304752 0.0 0.0 0.0 0.227
H -0.769573 -2.498820 -8.922275 0.0 0.0 0.0 0.308
C 8.362505 -0.812320 2.017645 0.0 0.1 0.0 0.100
C 8.744086 -1.798022 3.120026 0.0 0.0 0.0 -0.763
C 7.520527 -1.729645 4.023651 0.0 0.1 0.0 -0.475
O 6.405474 -1.460163 3.170474 0.0 0.0 -0.1 -0.393
C 6.870228 -1.078818 1.873256 0.0 0.0 0.0 -0.312
H 8.907504 -0.964544 1.086439 0.0 0.0 0.0 0.421
H 8.531452 0.208505 2.362433 0.0 0.0 0.0 -0.236
H 8.858185 -2.804538 2.710748 0.0 0.0 0.0 0.311
H 9.662883 -1.534513 3.641432 0.0 0.0 0.0 0.366
H 7.612792 -0.916679 4.752657 0.0 0.0 0.0 0.298
H 7.335637 -2.659403 4.564233 0.0 0.0 0.0 0.351
H 6.673608 -1.897687 1.171561 0.0 0.0 0.0 0.204
H 6.310177 -0.201233 1.545979 0.0 0.0 0.0 0.145
C 8.884393 4.373983 4.430811 0.0 0.0 0.0 -0.552
C 9.021055 4.558558 2.920253 -0.1 0.0 0.0 -0.576
C 9.542193 3.193383 2.490666 0.0 0.0 0.0 -0.422
O 8.985815 2.248246 3.407680 0.0 0.0 0.0 -0.336
C 8.403111 2.931930 4.520320 0.0 0.0 0.0 -0.470
H 8.195182 5.075264 4.897952 0.0 0.0 0.0 0.336
H 9.858435 4.479501 4.912759 0.0 0.0 0.0 0.263
H 8.042617 4.748617 2.474373 0.0 0.0 0.0 0.273
H 9.688453 5.370167 2.635755 0.0 0.0 0.0 0.337
H 10.634440 3.146787 2.553063 0.0 0.0 0.0 0.296
H 9.242530 2.920174 1.477988 0.0 0.0 0.0 0.268
H 7.312422 2.871366 4.440974 0.0 0.0 0.0 0.276
H 8.710654 2.433503 5.440046 0.0 0.0 0.0 0.277
```
Forces are in eV/Å.